# 1
182
Properties=species:S:1:pos:R:3 method="wB97M-V/def2-TZVPD" total_charge=0 e_lumo_ha=0.016 relative_energy_kcal_mol=0.00 gap_ha=0.3105 homo_energy_ev=-8.002 smiles="CCOC(=O)C(F)(F)F.CCOC(=O)C(F)(F)F.CCOC(=O)C(F)(F)F.CCN(CC)CC.CCN(CC)CC.CCN(CC)CC.CCN(CC)CC.CCN(CC)CC.CC(C)=O.CC(C)=O.CC(C)=O"
F 17.4106 6.2533 1.3242
F 12.2315 2.2034 -4.5904
F 12.7305 4.3376 -4.5794
F 17.4868 5.0836 -7.3702
F 17.3206 4.1854 1.8125
F 17.2964 5.6733 3.3852
F 19.3317 4.7041 -6.2000
F 11.7869 3.4535 -2.8765
F 17.6043 5.7027 -5.2478
O 12.8427 0.2393 0.9394
O 7.9771 7.2458 -2.7789
O 18.2456 7.9349 -6.3810
O 18.1749 -0.7505 -2.9204
O 14.8960 3.8322 -3.5495
O 14.2599 1.8826 -2.7396
O 14.8150 6.5040 2.2333
O 19.7018 7.0038 -7.7275
O 14.8413 4.3724 1.7722
N 14.8496 8.2738 -2.6751
N 17.4716 -1.0768 2.0143
N 18.1718 0.0929 -8.1628
N 12.9358 -3.1300 -6.8990
N 13.3583 4.5046 -8.6416
C 18.3246 -2.5033 3.8205
C 14.6164 9.2869 -1.6757
C 12.1666 0.0522 -0.0347
C 16.7360 -3.0517 0.6114
C 17.7766 -1.9837 0.9302
C 13.2348 -5.2372 -8.1622
C 16.8874 5.3876 2.1476
C 12.6766 3.2310 -3.8577
C 11.5035 -3.2670 -6.8560
C 8.9608 7.1358 -3.4452
C 14.2495 5.3424 -7.8496
C 17.0465 0.3398 -7.2575
C 14.0453 2.9064 -3.2751
C 19.4617 0.4614 -7.5973
C 17.0017 9.0823 -3.6220
C 16.9579 -2.4469 -4.0634
C 10.7861 0.6599 -0.1226
C 16.9956 1.7931 -6.8018
C 13.3881 3.1174 -8.2291
C 9.2074 8.0697 -4.6113
C 12.5878 -0.9079 -1.1160
C 18.5042 9.2765 -6.8328
C 15.3711 5.4925 2.0763
C 17.9478 9.4801 -8.2518
C 18.3212 5.5794 -6.3976
C 17.0203 -1.5717 -9.5701
C 14.5459 6.7171 -8.4122
C 17.0835 0.9841 0.6867
C 13.4300 4.4113 1.5073
C 17.1257 -1.7664 3.2319
C 15.3622 9.0391 -0.3630
C 13.0049 -1.1678 -5.3803
C 13.5432 -3.7466 -8.0454
C 18.8680 6.9390 -6.9158
C 18.1655 -1.2765 -8.6170
C 17.1112 -1.3021 -3.0960
C 9.9672 6.0400 -3.2045
C 13.1714 4.9708 0.1285
C 10.7187 -2.5505 -7.9663
C 13.9772 8.3164 -3.8036
C 16.2160 7.9490 -2.9942
C 14.0380 7.0204 -4.6070
C 16.1658 4.1740 -1.5442
C 13.4552 -1.8041 -6.6962
C 16.1985 3.6900 -2.9833
C 16.5100 -0.0407 1.6470
C 19.9417 -0.3702 -6.3949
C 12.0601 5.0583 -8.7974
C 15.8300 -0.7291 -2.5603
C 12.9382 2.1824 -9.3513
C 11.1574 4.9609 -7.5827
H 18.0680 -1.9686 -7.7631
H 18.2305 -2.6750 4.8906
H 14.2016 9.1498 -4.5024
H 17.0985 4.6273 -1.1944
H 11.2095 -4.3175 -6.8247
H 13.6148 2.3389 -10.1943
H 16.2701 -2.1019 -4.8424
H 12.9500 8.4469 -3.4540
H 11.1396 -2.8808 -5.8990
H 16.4356 9.0029 -0.5522
H 13.5377 9.2924 -1.4619
H 12.1532 5.3380 -0.0076
H 8.7838 9.0419 -4.3463
H 12.2236 -5.4194 -8.5383
H 15.2043 4.8242 -7.7412
H 14.0027 6.1629 -3.9453
H 10.8322 1.6369 0.3445
H 20.2004 0.3718 -8.3992
H 19.0850 -1.4942 -9.1578
H 15.9350 0.3094 -2.2664
H 18.7478 -2.4555 1.1397
H 14.6315 -3.6937 -7.9853
H 16.9770 2.4653 -7.6645
H 17.1651 9.8533 -2.8654
H 19.5841 9.4371 -6.8738
H 14.5390 -1.7759 -6.7455
H 14.9531 6.9165 -5.2003
H 17.1952 -2.5415 -10.0514
H 16.5154 -3.3186 -3.5781
H 17.9884 9.9388 -6.1548
H 15.7494 -2.5873 0.5909
H 16.5298 2.6588 -3.0461
H 16.1905 0.4838 2.5544
H 12.7708 2.9672 -7.3213
H 8.7108 7.7116 -5.5119
H 15.8839 3.4251 -0.8071
H 16.7583 -3.8944 1.3007
H 9.6425 5.4158 -2.3757
H 16.9567 9.0206 -8.3079
H 13.2404 -3.2293 -8.9732
H 17.0766 -0.3559 -6.3977
H 12.1653 6.0828 -9.1346
H 13.2293 7.0192 -5.3419
H 11.9281 2.3959 -9.6977
H 13.6969 7.4123 -8.4408
H 10.1519 -0.0128 0.4619
H 16.8031 -1.0047 3.9506
H 18.4821 -3.4643 3.3226
H 19.2137 -1.8928 3.6539
H 11.9404 -0.9426 -5.3525
H 14.8189 10.3138 -2.0514
H 13.0846 3.3834 1.5921
H 15.1192 9.8272 0.3401
H 16.7264 7.5737 -2.1028
H 16.2435 -2.4222 3.1178
H 10.2760 5.5912 -7.7385
H 12.8080 -0.3474 -2.0327
H 10.9786 -1.5001 -8.0843
H 12.9056 4.9618 2.2914
H 16.5592 9.5195 -4.5157
H 13.5826 -0.2802 -5.1235
H 15.4481 -1.2823 -1.7008
H 15.0807 8.0621 0.0286
H 13.4468 -1.4917 -0.8185
H 17.9901 8.7322 -3.9371
H 18.0072 -1.3935 0.0404
H 18.5787 8.9629 -8.9718
H 19.8787 -1.4402 -6.5874
H 19.2763 -0.2026 -5.5365
H 15.5670 -0.4467 1.2209
H 17.3233 0.5046 -0.2667
H 17.8748 10.5334 -8.5044
H 13.8090 5.8395 -0.0387
H 9.6416 -2.6025 -7.7668
H 16.9560 -0.8277 -10.3650
H 20.9368 -0.0601 -6.0899
H 14.4108 2.8284 -7.9813
H 17.9796 1.4582 1.0900
H 13.3861 4.2111 -0.6167
H 10.8393 -3.0470 -8.9358
H 13.9512 -5.6718 -8.8545
H 16.0529 -1.6694 -9.0814
H 11.7437 -1.5641 -1.3598
H 13.8552 5.4920 -6.8235
H 11.5507 4.5416 -9.6176
H 10.1053 5.4321 -4.0986
H 13.1736 -1.9087 -4.5824
H 17.9050 -2.7115 -4.5225
H 16.1706 7.0553 -3.6186
H 10.7998 3.9525 -7.3831
H 17.0002 -3.4750 -0.3618
H 11.6624 5.3463 -6.6910
H 13.1016 -1.0920 -7.4795
H 10.9219 6.5141 -2.9494
H 13.0230 1.1394 -9.0420
H 15.4643 5.0119 -1.4847
H 16.8549 4.3547 -3.5312
H 15.0431 -0.7048 -3.3187
H 17.8753 2.0580 -6.2034
H 16.3720 1.7812 0.4589
H 10.2657 8.2311 -4.8263
H 19.4289 1.5039 -7.2802
H 15.2641 7.2511 -7.7730
H 14.9837 6.6959 -9.4156
H 16.1112 2.0258 -6.2042
H 16.1364 0.1786 -7.8470
H 13.2900 -5.7205 -7.1876
H 10.3954 0.6782 -1.1356

=====

# 2
200
Properties=species:S:1:pos:R:3 method="wB97M-V/def2-TZVPD" total_charge=+2 e_lumo_ha=-0.114 gap_ha=0.1937 homo_energy_ev=-8.377
S -10.5760 38.0080 8.4679
S 2.9585 38.9020 9.3320
S 0.2138 36.2501 1.7001
S -1.4624 31.4681 15.3032
F -11.1186 36.1173 6.5224
F -1.1061 34.0628 15.9645
F -12.8817 37.0764 7.2552
F 0.2194 33.3492 14.3824
F 5.2415 39.9739 8.4072
F 0.6549 33.7933 2.3007
F 4.1164 38.9816 6.8876
F 0.5865 32.8939 16.4527
F 2.2997 34.6905 1.1600
F 3.4493 40.8639 7.6665
F 2.1053 35.2794 3.2660
F -11.4885 38.1037 6.0257
O -11.2153 39.3093 8.7177
O -1.1797 30.9182 14.0000
O 1.5186 39.0212 9.0106
O -0.4225 35.9107 0.4602
O 5.0499 30.7666 10.2270
O -10.0246 31.4039 14.7765
O -2.9351 31.8080 15.3462
O -3.0394 32.3940 6.2514
O 1.0953 37.4129 1.6524
O -9.1991 38.1430 8.0134
O 3.4631 37.5077 9.2726
O -0.9939 30.5071 16.3698
O -10.5715 37.0815 9.5743
O 3.2714 39.4527 10.6833
O -0.7206 36.3912 2.8301
N 5.0446 27.6184 10.8217
N -2.2684 45.0321 10.2027
N -3.2487 35.1019 7.4717
N -15.2516 30.6910 2.1539
N 0.1673 30.1689 -4.9067
N -13.0524 32.3448 14.2562
C -2.1186 47.1733 11.3101
C 3.4466 27.2844 10.8850
C 0.2850 30.1100 -6.4921
C -11.8183 33.0551 14.7615
C -16.3542 30.8100 4.3025
C -12.8612 30.8304 13.8598
C -3.9427 40.7199 12.3184
C 5.4440 28.4063 9.4816
C -11.2707 30.7938 2.2578
C -13.7393 30.1772 2.0372
C -11.5539 37.2658 7.0030
C -1.0909 30.2931 -6.9963
C -3.8208 43.5435 6.7110
C -0.3264 33.0862 15.5340
C -3.7094 43.9507 8.2124
C -4.6328 33.3104 8.4579
C 3.9974 39.7472 7.9987
C 3.8831 31.4063 -4.4767
C -3.7477 42.1986 12.6651
C -14.2144 32.4985 15.3351
C 1.2520 31.0737 -4.3276
C -12.6664 31.2655 1.7749
C -13.4784 33.0493 12.8901
C 0.2139 28.6356 -4.4222
C 4.7700 29.7768 9.2672
C -0.8155 45.0877 10.8205
C -3.2745 44.3444 11.2279
C -2.9922 42.9079 11.5694
C -16.3138 31.5311 -1.6343
C -2.6258 46.5959 10.0429
C -3.1994 33.7821 8.2906
C -16.1229 29.4959 2.2433
C -16.2655 29.4172 3.7465
C 0.3930 28.6080 -2.9209
C 2.6979 30.4261 -4.4336
C 5.8145 26.2840 10.7109
C -1.7052 31.3037 -6.0179
C -0.9372 46.2905 11.8170
C -2.8742 31.0365 5.7398
C -2.2648 44.3341 8.8022
C -10.4415 32.6389 14.2704
C -15.6575 31.4843 0.8819
C -0.0574 27.1832 -2.3793
C -15.6287 30.8046 -0.4493
C 1.4264 34.8673 2.1380
C -1.2847 30.6837 -4.6389
C -15.7311 33.0025 -1.7509
C -2.4312 32.6556 7.5079
C 5.4494 28.3066 12.1122
C 5.2995 30.6749 -4.4965
C -15.3783 31.5611 3.4164
H -16.1094 30.9514 -2.5345
H -13.6523 29.8161 3.0620
H -2.9758 47.3246 11.9663
H -12.0491 34.1200 14.7892
H -2.7027 34.1311 9.1959
H -0.0288 46.8680 11.9882
H 2.6479 29.7905 -5.3177
H -3.0630 40.2064 12.7063
H -15.7282 32.5785 3.2413
H 5.6984 30.7625 -3.4858
H 5.7239 25.7313 11.6460
H -1.5687 43.5188 8.9993
H -17.3737 31.1942 4.2704
H -11.8391 32.7993 15.8208
H 3.0874 28.3113 10.8162
H -12.3650 30.3278 14.6900
H -2.7655 31.4033 -6.2504
H -1.9721 46.8487 9.2081
H 1.0681 31.2441 -3.2668
H -5.1447 33.8728 9.2388
H -3.8342 42.9891 8.7103
H -14.7603 33.4399 15.2712
H -12.5597 31.4556 0.7069
H -5.3171 33.5140 7.6343
H -1.2637 31.3494 -3.7761
H 4.5343 31.5460 10.0072
H 3.7016 29.6817 9.0735
H 0.5877 26.3957 -2.7690
H -4.5078 44.5512 8.6483
H -2.9201 42.9376 6.6121
H -3.9450 35.7923 7.7140
H -3.6895 46.5618 9.8073
H -1.4177 33.0437 7.4060
H -4.3176 44.3455 10.9113
H -2.3687 35.5096 7.7535
H -16.6772 31.8068 1.0925
H -4.7031 40.2070 12.9075
H 1.3772 28.6320 -2.4531
H -13.7899 32.3065 16.3205
H -14.3882 32.5884 12.5056
H -12.6050 33.0376 12.2381
H -14.4408 31.6494 3.9655
H 3.8094 32.0768 -5.3330
H -4.1041 40.4470 11.2756
H -1.1193 32.2069 -6.1886
H -13.6110 34.0926 13.1767
H 6.8702 26.5073 10.5563
H -17.3798 31.6958 -1.4777
H -0.1829 45.3830 9.9833
H -1.8487 30.6769 5.6550
H 1.1134 28.1710 -4.8261
H 1.0691 32.0597 -4.7548
H -15.4951 28.7189 4.0735
H -9.0848 31.5644 14.8896
H -2.0085 29.8931 -4.4410
H -3.3585 30.3548 6.4390
H 0.0794 27.0000 -1.3136
H 5.1248 30.1003 8.2887
H -2.1755 31.8535 8.2003
H -1.8815 45.0417 8.0670
H 3.1572 26.8494 11.8416
H 5.5281 25.8958 9.7335
H -15.9604 29.7730 -0.3315
H -3.3513 31.0481 4.7598
H -1.9280 42.7479 11.7424
H -4.7349 42.6436 12.7890
H 0.7077 29.1658 -6.8356
H -12.2051 30.7048 12.9985
H -9.7418 33.4023 14.6106
H -1.0155 30.7607 -7.9780
H -10.9394 29.9971 1.5918
H -17.1628 28.8284 3.9371
H -14.9436 32.3071 0.8438
H -0.6656 28.1488 -4.8437
H -1.0951 27.0334 -2.6774
H -15.6859 28.6157 1.7718
H -1.2086 45.8721 12.7862
H -13.8600 30.5390 13.5349
H 0.8611 30.9703 -6.8328
H 4.7553 29.1317 12.2723
H -16.3916 33.5030 -2.4589
H 5.1333 27.7115 8.7013
H 6.5231 28.5590 9.4972
H -0.4732 44.1652 11.2895
H -4.6249 42.8299 6.5317
H -4.8003 32.2701 8.7369
H -1.7968 48.2056 11.1721
H -1.7181 29.4154 -7.1526
H -10.3746 32.7003 13.1842
H -3.2905 42.3666 13.6402
H -14.6120 30.6460 -0.8088
H -3.8090 44.3689 5.9992
H -11.3472 30.4674 3.2950
H 6.0006 31.1062 -5.2110
H -15.7620 33.5526 -0.8105
H -3.2330 44.9772 12.1144
H -14.9382 31.7387 15.0404
H 5.4343 27.7110 13.0250
H -3.2757 34.8062 6.5063
H -14.7708 33.0206 -2.2662
H -0.1505 29.3978 -2.4022
H -10.5389 31.5900 2.1207
H -13.6949 29.2892 1.4066
H -15.9396 30.7859 5.3103
H 6.3946 28.8094 11.9075
H 2.7686 29.6942 -3.6289
H 3.0811 26.7106 10.0334
H -17.0422 29.6689 1.6837
H -13.0109 32.1534 2.3050
H -3.2687 42.2679 10.7315
H 5.1848 29.6373 -4.8100
H 3.7986 32.1175 -3.6551